[1]
This record from OMol25 describes a 2-piece molecular cluster, C21H28F3N3O4 overall. The level of theory is ωB97M-V/def2-TZVPD.

Each line ends with the Mulliken charge.
Geometry (Å):
H1 -6.49 -0.58 -0.31  0.245
C1 1.80 1.02 -0.30  0.550
C2 -0.31 -0.71 5.46  -0.567
C3 -1.32 0.60 -4.28  -0.618
H2 -0.65 0.22 5.92  0.255
C4 0.70 1.34 -2.64  0.845
O1 3.18 -0.33 1.44  -0.561
N1 1.65 -4.41 -1.02  -0.629
H3 4.10 3.70 1.84  0.397
C5 0.47 2.85 -2.27  -0.428
H4 0.42 -1.20 6.11  0.261
H5 -0.05 3.56 -3.01  0.418
C6 -4.43 -0.85 -1.14  0.467
H6 -5.60 -2.06 0.44  0.285
H7 1.18 -5.30 -1.27  0.282
H8 0.29 -1.77 0.71  0.213
F1 5.03 1.89 3.79  -0.268
H9 -3.33 0.93 -3.40  0.355
C7 1.27 -2.32 0.45  -0.492
C8 0.27 0.78 -4.06  -0.771
H10 0.64 1.55 -4.84  0.370
C9 1.77 -1.16 -1.76  0.036
C10 1.40 0.38 -1.65  -0.457
N2 -3.38 0.14 -0.96  -0.383
H11 -1.50 -0.45 -4.68  0.329
C11 -2.18 -0.11 -1.82  0.215
F2 2.80 1.19 3.84  -0.252
H12 -1.01 -3.68 1.00  0.301
C12 3.68 2.25 3.47  0.716
H13 1.28 2.54 2.39  0.322
O2 0.29 -0.43 4.20  -0.371
F3 3.32 3.36 4.31  -0.281
H14 0.72 4.51 -0.57  0.290
H15 1.86 4.10 1.62  0.297
H16 -1.25 -4.45 -0.66  0.296
H17 -1.16 -1.37 5.30  0.197
C13 0.89 3.43 -0.90  -0.999
H18 -0.40 -5.42 0.69  0.365
C14 1.57 2.48 0.15  0.428
H19 -5.17 -0.34 0.98  0.270
H20 4.05 1.97 1.21  0.336
H21 0.79 -0.22 -4.26  0.247
C15 2.47 -0.22 0.42  0.269
H22 1.78 -2.54 1.47  0.356
C16 2.01 2.96 1.61  -0.537
H23 -1.26 0.11 -1.17  -0.198
H24 -3.04 0.09 0.02  0.329
O3 1.78 -1.94 -2.73  -0.530
H25 -1.62 1.32 -5.13  0.281
C17 -5.49 -0.99 0.08  -0.852
H26 1.04 0.16 4.37  0.304
H27 -2.11 2.05 -2.64  0.159
O4 -4.58 -1.56 -2.18  -0.574
C18 0.90 -3.73 -0.20  0.603
C19 -2.24 0.97 -3.02  -0.583
C20 3.56 2.69 1.94  -0.752
H28 -2.08 -1.19 -2.19  0.305
C21 -0.52 -4.38 0.23  -1.189
N3 2.18 -1.46 -0.37  0.098

Calculated values
**SMILES**: [H]/N=C(\C)CN1C(=O)c2c(CCCCNC(C)=O)ccc(CCC(F)(F)F)c2C1=O.CO
**2S+1**: 1
**LUMO level**: -1.08 eV
**Gap between HOMO and LUMO**: 8.21 eV

***

[2]
This record from OMol25 describes C9H27CuS4Sb2Si3 as an isolated structure. The level of theory is ωB97M-V/def2-TZVPD.

Each line ends with the Mulliken charge.
Geometry (Å):
C1 -1.68 -2.66 -1.66  -0.902
C2 -1.45 3.07 -1.19  -1.196
C3 1.47 2.96 -1.65  -1.219
H1 -1.29 3.52 -0.21  0.293
S1 0.96 -4.68 0.10  -0.604
H2 2.70 2.30 1.34  0.245
Cu1 1.73 -3.19 1.50  -0.302
C4 -0.45 1.36 -3.42  -1.185
H3 -2.13 -1.55 2.15  0.249
Sb1 3.16 -3.88 -0.60  1.074
Si1 0.89 0.66 1.86  0.460
H4 -0.40 2.27 3.28  0.417
H5 -1.47 0.97 -3.50  0.272
S2 4.65 -5.60 -0.38  -0.764
H6 -0.36 2.21 -4.09  0.392
H7 -3.89 -0.57 -0.34  0.464
S3 3.64 -2.18 1.11  -0.619
H8 -2.83 -2.87 1.19  0.346
H9 2.39 2.38 -1.78  0.344
Si2 -0.06 1.83 -1.62  0.544
H10 -0.20 2.89 1.63  0.167
H11 -2.71 -3.04 -1.75  0.317
S4 2.97 -2.86 -2.65  -0.750
H12 -1.41 1.65 1.97  0.247
H13 -2.79 0.75 0.10  0.148
H14 1.28 -0.37 4.11  0.369
H15 3.34 0.71 1.78  0.196
H16 1.18 -1.58 2.83  -0.352
H17 0.23 0.57 -3.77  0.353
C5 0.73 -0.65 3.20  -0.198
H18 -1.12 -2.91 1.62  0.151
C6 2.58 1.46 2.04  -0.998
C7 -0.40 1.99 2.23  -1.071
Sb2 0.83 -0.33 -0.52  -0.198
H19 -1.38 -2.24 -2.63  0.287
H20 -2.92 0.24 -1.58  0.245
H21 2.78 1.82 3.05  0.353
C8 -2.91 -0.12 -0.55  -1.110
H22 -1.01 -3.49 -1.44  0.158
H23 1.56 3.50 -0.71  0.252
H24 -1.44 3.86 -1.94  0.406
H25 1.41 3.70 -2.46  0.408
H26 -0.31 -0.86 3.47  0.303
H27 -2.44 2.61 -1.19  0.330
C9 -1.94 -2.25 1.33  -0.897
Si3 -1.53 -1.39 -0.29  0.579

Calculated values
**Energy relative to the best compared isomer or geometry (same formula, charge and spin)**: 13.8 kcal per mole
**Net charge**: -2
**2S+1**: 1
**LUMO level**: 4.51 eV
**Gap between HOMO and LUMO**: 5.78 eV

***

[3]
This record from OMol25 describes C5H20F2N10O5Y as an isolated structure. The level of theory is ωB97M-V/def2-TZVPD.

Each line ends with the Mulliken charge.
Geometry (Å):
H1 2.73 1.90 3.88  0.173
H2 1.94 0.79 4.92  0.242
N1 -1.96 2.05 1.79  -0.178
N2 2.08 1.14 3.99  -0.401
C1 -2.09 -3.36 0.40  0.593
C2 2.11 2.65 -1.54  0.367
N3 2.08 -3.09 -1.49  -0.400
H3 1.35 -2.10 -4.47  0.219
N4 1.13 3.36 -0.89  -0.288
O1 0.24 -0.01 3.32  -0.649
O2 -1.70 -2.26 -0.07  -0.582
C3 1.38 -2.38 -2.42  0.643
H4 0.57 1.09 1.16  -0.030
H5 -1.52 1.35 1.22  -0.109
N5 -2.27 3.19 -0.18  -0.231
O3 -2.38 4.30 1.81  -0.655
N6 1.88 1.30 -1.64  -0.107
C4 -2.21 3.27 1.19  0.556
O4 3.04 3.22 -2.09  -0.666
N7 -3.32 -3.53 0.94  -0.391
N8 1.31 1.30 1.81  -0.159
H6 -2.14 2.34 -0.69  0.166
N9 1.84 -2.48 -3.68  -0.408
F1 -2.82 1.05 -2.24  -0.680
H7 1.94 -2.83 -0.52  0.272
H8 -3.83 -2.67 1.05  0.266
H9 1.07 0.90 -1.18  0.198
H10 1.33 4.34 -0.80  0.183
F2 -0.68 0.40 -0.45  -0.402
H11 2.73 -2.91 -3.88  0.174
C5 1.16 0.75 3.05  0.564
H12 2.48 0.70 -2.17  0.084
H13 2.93 -3.59 -1.68  0.204
Y1 -1.84 -0.88 -1.94  1.740
H14 2.03 1.96 1.60  0.212
H15 -2.56 4.04 -0.63  0.172
H16 -0.42 -4.45 -0.17  0.184
O5 0.43 -1.67 -2.03  -0.500
H17 -1.92 1.89 2.78  0.217
H18 -3.47 -4.32 1.54  0.219
N10 -1.33 -4.46 0.26  -0.301
H19 -1.58 -5.35 0.66  0.185
H20 0.25 3.07 -0.50  0.304

Calculated values
**Energy relative to the best compared isomer or geometry (same formula, charge and spin)**: 8.9 kcal per mole
**Net charge**: +1
**2S+1**: 1
**LUMO level**: -5.23 eV
**Gap between HOMO and LUMO**: 5.79 eV